Entry from the OMol25 dataset: a cluster of 2 separate species, C6H9N in total (ωB97M-V/def2-TZVPD).

Calculated values
* highest occupied orbital energy (alpha / beta): -9.038 / -8.320 eV
* spin multiplicity: 1
* HOMO-LUMO gap (alpha / beta): 8.80 / 8.24 eV
* DFT total energy: -7851.287 eV
* energy relative to the best compared isomer or geometry (same formula, charge and spin): 158.5 kcal per mole
* lowest unoccupied orbital energy (alpha / beta): -0.242 / -0.082 eV

Geometry as XYZ:
```
16
Properties=species:S:1:pos:R:3:forces:R:3
C 0.847 1.510 -3.142 0.32 1.53 -0.64
C -1.244 0.632 1.040 0.04 -0.13 -0.07
C 0.992 0.213 1.275 -0.14 -0.15 -0.06
C -0.301 -0.573 0.996 0.28 1.01 0.10
C 0.011 0.620 0.245 -0.09 -0.32 -0.01
C -0.546 -2.027 0.892 -0.01 -0.18 -0.13
N 0.632 0.407 -2.667 -0.26 -1.11 0.60
H 1.014 1.668 -4.217 -0.02 -0.29 -0.09
H 0.904 2.446 -2.573 -0.09 -0.16 0.30
H -2.175 0.534 0.497 -0.04 -0.13 -0.10
H -1.318 1.227 1.945 0.03 0.11 0.12
H 1.094 0.785 2.192 -0.02 0.10 0.15
H 1.908 -0.248 0.935 0.05 -0.15 -0.11
H 0.323 -2.512 0.448 -0.02 -0.08 -0.02
H -1.415 -2.214 0.261 -0.01 -0.07 -0.02
H -0.727 -2.468 1.873 0.00 -0.01 -0.03
```
Positions in Å, forces in eV/Å.